No. 1
Here is a 2-piece molecular cluster, C4H13N2O overall from the Open Molecules 2025 dataset. Energies are from ωB97M-V with the def2-TZVPD basis set.

Structure (XYZ):
```
20
C4H13N2O | the Open Molecules 2025 dataset | ωB97M-V with the def2-TZVPD basis set
C 1.8614 -2.3520 0.9069
C 0.5412 -1.6329 1.1677
O 0.1714 -0.6262 0.5517
N -0.2737 -2.1990 2.0820
H 1.9897 -2.7242 -0.0998
H 1.9829 -3.1122 1.6745
H -1.1933 -1.9497 2.4092
H 0.2451 -2.6487 2.8274
H 2.5787 -1.6212 1.2693
C -0.4017 1.4808 -1.6330
C -0.2169 2.8625 -1.1416
N -1.5369 0.7534 -0.8297
H -0.6697 1.2789 -2.6704
H 0.4941 0.8962 -1.4742
H 0.3644 2.9347 -0.2147
H -1.1379 3.4517 -0.9547
H -1.8461 0.0112 -1.4448
H -1.0789 0.3414 0.0225
H -2.2579 1.4309 -0.6050
H 0.3843 3.4243 -1.8431
```

Properties
multiplicity = 1
E_HOMO = -14.10 eV
total charge = +1
energy relative to the best compared isomer or geometry (same formula, charge and spin) = 0.7363 eV

Results of the Löwdin charge analysis, in e, for atoms 1 through 8: number 1, C, carries 0.03; number 2, C, carries -0.51; number 3, O, carries -0.02; number 4, N, carries 0.17; number 5, H, carries 0.10; number 6, H, carries 0.08; number 7, H, carries 0.12; number 8, H, carries 0.11

---

No. 2
Here is CH4NOPS as an isolated structure from the Open Molecules 2025 dataset. Energies are from ωB97M-V with the def2-TZVPD basis set.

Structure (XYZ):
```
9
CH4NOPS | the Open Molecules 2025 dataset | ωB97M-V with the def2-TZVPD basis set
C 0.0311 -0.4413 -0.6838
N -0.7475 0.2264 0.0653
O -0.0233 -1.2569 -1.5628
P 2.1503 0.0994 0.0811
S -2.4733 -0.0567 0.2204
H -0.1523 0.7358 0.8258
H 2.0599 1.1827 1.1433
H 1.8596 -0.9302 0.9591
H -2.7045 0.4406 -1.0484
```

Properties
multiplicity = 1
E_HOMO = -8.83 eV
energy relative to the best compared isomer or geometry (same formula, charge and spin) = 1.5134 eV

Results of the Löwdin charge analysis, in e, for atoms 1 through 8: number 1, C, carries -0.72; number 2, N, carries -0.41; number 3, O, carries 0.04; number 4, P, carries 0.70; number 5, S, carries 0.75; number 6, H, carries 0.09; number 7, H, carries -0.14; number 8, H, carries -0.20

---

No. 3
Here is C32H16BrClF5IN4O8PbSSe as an isolated structure from the Open Molecules 2025 dataset. Energies are from ωB97M-V with the def2-TZVPD basis set.

Structure (XYZ):
```
71
C32H16BrClF5IN4O8PbSSe | the Open Molecules 2025 dataset | ωB97M-V with the def2-TZVPD basis set
Pb 0.2562 1.1209 -0.5262
O -0.3494 1.7236 2.1695
C -1.0986 2.5545 2.6663
C -2.2823 3.1494 2.0966
C -3.0187 3.9634 2.9551
C -4.2016 4.5367 2.5522
C -4.6910 4.3133 1.2452
C -3.9909 3.5360 0.3816
C -2.7337 2.9116 0.7373
O -2.1171 2.2228 -0.1048
N -4.9496 5.3537 3.4675
O -4.5121 5.5275 4.5983
O -5.9993 5.8519 3.0771
H -0.8909 2.8904 3.7013
H -2.6625 4.1425 3.9618
H -5.6240 4.7743 0.9537
H -4.3442 3.3596 -0.6259
Se 2.4891 6.1490 -0.2123
C 1.6750 4.5469 -0.3536
N 1.1484 3.5123 -0.4453
O -1.8020 -5.1029 -2.0048
S -2.4382 -3.9048 -2.5088
O -3.3617 -4.0988 -3.6006
N -1.3632 -2.7429 -2.8154
C -1.5628 -1.6657 -2.0577
O -0.9186 -0.6013 -2.1073
C -2.7045 -1.8227 -1.0760
C -3.1631 -0.9071 -0.1447
C -4.1925 -1.3042 0.7018
C -4.7485 -2.5780 0.6064
C -4.2999 -3.4840 -0.3488
C -3.2749 -3.0729 -1.1766
H -2.7355 0.0872 -0.0871
H -4.5663 -0.6136 1.4481
H -5.5444 -2.8631 1.2837
H -4.7323 -4.4723 -0.4376
Br 5.4866 0.8608 4.5028
C 5.5967 0.1881 2.7312
C 6.7895 -0.4127 2.3523
C 6.9240 -0.9241 1.0726
C 5.8681 -0.8338 0.1765
C 4.6794 -0.2322 0.5563
C 4.5337 0.2860 1.8425
I 2.6986 1.1534 2.3132
H 7.6022 -0.4741 3.0630
H 7.8553 -1.3920 0.7792
H 5.9567 -1.2294 -0.8266
H 3.8577 -0.1572 -0.1491
Cl -1.6450 -3.1590 3.6691
C -0.6699 -2.8649 2.2578
C -0.2634 -3.9153 1.4537
C 0.5157 -3.6240 0.3482
C 0.8179 -2.2992 0.0755
N 0.4001 -1.2974 0.8464
C -0.3154 -1.5682 1.9334
H -0.5633 -4.9298 1.6784
H 0.8266 -4.4039 -0.3298
H 1.3986 -2.0173 -0.7947
H -0.6286 -0.7271 2.5411
F 3.0173 -0.6613 -6.8593
C 2.8244 -0.4610 -5.5399
C 3.5578 -1.1664 -4.6060
F 4.4723 -2.0611 -5.0216
C 3.3616 -0.9573 -3.2554
F 4.1024 -1.6743 -2.3826
C 2.4255 -0.0370 -2.7515
O 2.2508 0.1514 -1.4825
C 1.7075 0.6584 -3.7429
F 0.7984 1.5719 -3.3425
C 1.8911 0.4591 -5.0932
F 1.1743 1.1576 -5.9855
```

Properties
multiplicity = 1
E_HOMO = -3.16 eV
total charge = -2
energy relative to the best compared isomer or geometry (same formula, charge and spin) = 0.0000 eV

Results of the Löwdin charge analysis, in e, for atoms 1 through 8: number 1, Pb, carries 1.51; number 2, O, carries -0.20; number 3, C, carries -0.21; number 4, C, carries -0.11; number 5, C, carries 0.03; number 6, C, carries -0.18; number 7, C, carries -0.01; number 8, C, carries 0.00

---

No. 4
Here is a 3-piece molecular cluster, C26H56BrN8O6P2S2 overall from the Open Molecules 2025 dataset. Energies are from ωB97M-V with the def2-TZVPD basis set.

Structure (XYZ):
```
101
C26H56BrN8O6P2S2 | the Open Molecules 2025 dataset | ωB97M-V with the def2-TZVPD basis set
C 9.1673 -1.5008 1.6392
C 10.4615 -0.9825 0.9695
Br 11.1430 0.4435 2.1336
C 10.2394 -0.3803 -0.4594
C 8.9331 -0.8661 -1.0684
C 7.8258 -0.0418 -1.0619
C 6.6749 -0.5804 -1.6404
N 6.7556 -1.8092 -2.1306
S 5.2733 -2.4968 -2.8165
C 4.0197 -2.0499 -1.5637
C 2.8091 -2.9813 -1.5923
O 2.8837 -4.1794 -1.6035
O 1.6100 -2.3334 -1.5609
C 0.9005 -2.6525 -0.3340
C 0.1249 -1.4618 0.2543
C -1.2067 -1.9833 0.8212
O -0.1893 -0.4296 -0.7196
C -0.0971 0.8172 -0.1814
O -0.7364 1.2032 0.7626
C 0.9328 1.7493 -0.8439
S 2.6070 1.0610 -0.5351
N 7.7814 -2.6044 -2.1909
C 8.8878 -2.1448 -1.6635
H 9.3861 -1.6452 2.7007
H 8.3945 -0.7289 1.5713
H 8.8507 -2.4595 1.2141
H 11.1963 -1.7855 0.8904
H 11.0921 -0.5837 -1.1143
H 10.1486 0.7101 -0.4067
H 7.8277 0.9458 -0.6147
H 5.7505 -0.0172 -1.6854
H 3.6656 -1.0441 -1.7931
H 4.5050 -2.0308 -0.5795
H 1.5998 -3.0172 0.4284
H 0.2019 -3.4595 -0.5777
H 0.6308 -0.9687 1.0933
H -1.6659 -1.2419 1.4795
H -1.0208 -2.8921 1.4101
H -1.9168 -2.2244 0.0205
H 0.7544 1.6991 -1.9214
H 0.8930 2.7536 -0.4284
H 3.1132 1.0571 -1.7915
H 9.7794 -2.7647 -1.6765
O -4.2696 -3.1623 -1.2142
P -5.3918 -3.6112 -2.1246
N -4.6522 -5.0345 -2.7398
C -4.2391 -5.2995 -4.0998
C -4.2115 -6.0360 -1.7801
N -5.2987 -2.2906 -3.2241
C -5.1909 -2.3863 -4.6661
C -4.6368 -1.0791 -2.7567
N -6.9397 -4.0282 -2.8380
C -8.0034 -3.0655 -2.4446
C -7.4707 -5.3715 -2.5289
H -5.0377 -5.1015 -4.8180
H -3.9938 -6.3541 -4.2377
H -3.3503 -4.7190 -4.3748
H -5.0073 -6.7672 -1.5791
H -3.9347 -5.5845 -0.8249
H -3.3353 -6.5823 -2.1317
H -4.1690 -2.6221 -4.9862
H -5.4673 -1.4358 -5.1320
H -5.8784 -3.1185 -5.0850
H -3.5434 -1.1591 -2.8160
H -4.9097 -0.8580 -1.7276
H -4.9501 -0.2174 -3.3516
H -8.1999 -3.0995 -1.3693
H -8.9290 -3.2876 -2.9761
H -7.7297 -2.0458 -2.7056
H -7.4866 -5.5709 -1.4546
H -6.8923 -6.1495 -3.0228
H -8.4870 -5.4711 -2.9111
O 0.6758 6.3438 2.9450
P -0.4549 5.4467 3.4004
N -1.5121 5.6946 2.0685
C -2.8099 6.3333 2.0768
C -1.0012 5.4063 0.7393
N -0.8930 6.3581 4.7903
C -2.2259 6.8231 5.1197
C 0.1014 7.2819 5.3239
N -1.4389 4.1298 4.0147
C -0.7995 3.4709 5.1827
C -1.7603 3.0517 3.0575
H -3.4663 5.9191 2.8454
H -3.3379 6.1638 1.1365
H -2.7277 7.4174 2.2139
H -1.2024 4.3599 0.4580
H 0.0796 5.5595 0.6816
H -1.4470 6.0497 -0.0201
H -2.5029 7.7143 4.5447
H -2.2854 7.0876 6.1795
H -2.9806 6.0519 4.9763
H 0.1322 8.2223 4.7607
H 1.0942 6.8386 5.3065
H -0.1149 7.5154 6.3694
H 0.1421 2.9857 4.9065
H -1.4681 2.7203 5.6060
H -0.5906 4.1863 5.9749
H -0.8688 2.6686 2.5637
H -2.4643 3.3871 2.2985
H -2.2541 2.2228 3.5669
```

Properties
multiplicity = 1
E_HOMO = -9.21 eV
total charge = +1
energy relative to the best compared isomer or geometry (same formula, charge and spin) = 0.0000 eV

Results of the Löwdin charge analysis, in e, for atoms 1 through 8: number 1, C, carries -0.15; number 2, C, carries -0.70; number 3, Br, carries 0.73; number 4, C, carries -0.18; number 5, C, carries -0.18; number 6, C, carries 0.06; number 7, C, carries -0.03; number 8, N, carries -0.38